1.
Computed, not measured: 2 unconnected molecules or ions with the total composition C4H6BrCl in a non-equilibrium geometry, with the ωB97M-V functional and the def2-TZVPD basis.

Output
**Maximum force**: 3.71 eV/Å
**HOMO energy (alpha / beta)**: -8.52 / -8.73 eV
**Frontier orbital gap (alpha / beta)**: 8.50 / 8.47 eV
**E_LUMO (alpha / beta)**: -0.014 / -0.261 eV
**E**: -3190.0281 a.u.
**Relative energy (zero: lowest compared OMol25 entry of this formula, charge and spin)**: 474.1 kJ/mol
**Charge**: 0

Last column: Mulliken charge in e.
Positions of all 12 atoms, in Å:
H 0.05 1.76 1.02  0.289
C 1.35 -0.52 -0.28  0.043
H -2.05 -0.15 -0.19  0.262
Cl -1.18 -0.64 1.92  -0.170
Br 2.44 -0.13 1.06  -0.018
C -1.69 0.44 0.63  -0.205
H -2.49 1.03 1.10  0.326
C 1.40 -1.35 -1.27  -0.526
C -0.46 1.25 0.12  -0.863
H -0.37 2.01 -0.64  0.375
H 2.09 -2.29 -1.29  0.197
H 0.91 -1.40 -2.18  0.288

***

2.
Computed, not measured: C4H6BrCl in the gas phase in a non-equilibrium geometry, with the ωB97M-V functional and the def2-TZVPD basis.

Output
**Maximum force**: 6.49 eV/Å
**HOMO energy**: -7.77 eV
**Frontier orbital gap**: 8.52 eV
**E_LUMO**: 0.755 eV
**E**: -3190.0955 a.u.
**Relative energy (zero: lowest compared OMol25 entry of this formula, charge and spin)**: 297.2 kJ/mol
**Charge**: 0

Last column: Mulliken charge in e.
Positions of all 12 atoms, in Å:
H 0.82 1.21 1.15  0.269
H 0.13 0.01 -1.82  0.231
C -1.37 0.37 -0.40  0.084
C -0.32 -0.56 -1.06  -0.444
H 1.89 -0.03 1.46  0.421
H 2.13 0.66 -0.03  0.280
C 1.37 0.33 0.70  -1.163
Br -2.88 -0.61 0.30  -0.148
C 0.30 -0.66 0.27  -0.264
H -0.74 -1.41 -1.51  0.344
H -0.04 -1.31 0.93  0.526
Cl -1.28 2.00 0.01  -0.136

***

3.
Computed, not measured: C4H6BrCl2NO2 in the gas phase in a non-equilibrium geometry, with the ωB97M-V functional and the def2-TZVPD basis.

Output
**Structure (SMILES)**: CC[C@H]([N+](=O)[O-])C(Cl)(Cl)Br
**Maximum force**: 2.98 eV/Å
**HOMO energy**: -10.28 eV
**Frontier orbital gap**: 10.23 eV
**E_LUMO**: -0.044 eV
**E**: -3855.5191 a.u.
**Relative energy (zero: lowest compared OMol25 entry of this formula, charge and spin)**: 0.0 kJ/mol
**Charge**: 0

Last column: Mulliken charge in e.
Positions of all 16 atoms, in Å:
H -1.75 -0.90 1.39  0.335
Br 3.44 0.11 0.10  -0.047
O -0.09 2.20 0.62  -0.584
N 0.74 1.55 0.01  0.913
O 1.59 2.02 -0.72  -0.540
H -0.90 -1.26 -1.05  0.293
Cl 1.73 -1.19 -2.06  -0.076
C -0.87 -0.21 -0.44  -0.491
H -1.03 0.53 -1.20  0.376
C 1.71 -0.73 -0.40  0.252
H -2.16 0.81 0.99  0.313
C -2.04 -0.18 0.59  -1.214
Cl 1.70 -2.27 0.71  -0.152
H 0.34 -0.08 1.22  0.501
H -2.91 -0.47 0.08  0.404
C 0.50 0.08 0.16  -0.284

***

4.
Computed, not measured: 2 unconnected molecules or ions with the total composition C4H6BrF in a non-equilibrium geometry, with the ωB97M-V functional and the def2-TZVPD basis.

Output
**Maximum force**: 3.69 eV/Å
**HOMO energy**: -9.70 eV
**Frontier orbital gap**: 8.97 eV
**E_LUMO**: -0.725 eV
**E**: -2829.7162 a.u.
**Relative energy (zero: lowest compared OMol25 entry of this formula, charge and spin)**: 346.2 kJ/mol
**Charge**: 0

Last column: Mulliken charge in e.
Positions of all 12 atoms, in Å:
C -1.08 -0.35 -0.58  -0.255
H -2.05 -0.63 -0.40  -0.186
H 1.64 0.22 -0.67  0.327
H -0.70 -0.30 -1.53  0.280
C -0.31 0.08 0.40  0.301
C -3.97 -1.06 -0.51  -0.074
Br -4.66 0.56 0.08  -0.018
H 1.25 1.60 0.29  0.248
F -4.43 -1.98 0.30  -0.070
C 1.12 0.51 0.23  -0.998
H 1.94 -0.08 1.01  0.223
H -0.65 -0.01 1.55  0.221

***

5.
Computed, not measured: C4H6BrIO in the gas phase in a non-equilibrium geometry, with the ωB97M-V functional and the def2-TZVPD basis.

Output
**<S²>**: 2.008
**Maximum force**: 7.58 eV/Å
**HOMO energy (alpha / beta)**: -6.63 / -9.57 eV
**Frontier orbital gap (alpha / beta)**: 6.98 / 6.38 eV
**E_LUMO (alpha / beta)**: 0.351 / -3.187 eV
**E**: -3102.7805 a.u.
**Spin multiplicity**: 3
**Relative energy (zero: lowest compared OMol25 entry of this formula, charge and spin)**: 0.0 kJ/mol
**Charge**: 0

Last column: Mulliken spin population.
Positions of all 13 atoms, in Å:
C 1.49 1.18 -0.23  0.014
H 1.82 2.21 -0.13  0.002
O 0.28 -1.16 -1.41  0.925
C -1.37 -1.41 0.26  0.148
C -0.10 0.65 0.15  0.149
H -0.12 0.83 1.27  0.011
H 1.71 1.12 -1.24  0.001
H -1.43 -1.14 1.35  0.011
Br -1.31 1.99 -0.57  0.178
H -1.42 -2.47 0.34  0.007
I 2.94 -0.06 0.82  0.001
C -0.24 -0.69 -0.44  0.525
H -2.25 -1.05 -0.18  0.027

***

6.
Computed, not measured: C4H6BrN3 in the gas phase in a non-equilibrium geometry, with the ωB97M-V functional and the def2-TZVPD basis.

Output
**Structure (SMILES)**: CN(Br)n1cccn1
**Maximum force**: 4.30 eV/Å
**HOMO energy**: -9.05 eV
**Frontier orbital gap**: 8.67 eV
**E_LUMO**: -0.384 eV
**E**: -2894.1767 a.u.
**Relative energy (zero: lowest compared OMol25 entry of this formula, charge and spin)**: 281.2 kJ/mol
**Charge**: 0

Last column: Mulliken charge in e.
Positions of all 14 atoms, in Å:
N -0.19 0.23 0.26  0.921
H 2.07 2.68 0.13  0.321
H -0.95 -2.00 -0.84  0.372
N 0.69 -0.14 -0.77  -0.676
Br -2.83 0.04 -0.64  -0.093
C 1.35 1.82 0.08  -0.479
N -1.27 -0.55 0.43  -0.640
H 0.06 -2.26 0.66  0.277
C 1.58 0.79 -0.87  -0.256
C 0.26 1.43 0.81  -0.334
H 2.34 0.81 -1.53  0.508
C -1.00 -1.92 0.19  -0.707
H -0.30 1.74 1.62  0.472
H -1.81 -2.65 0.46  0.313

***

7.
Computed, not measured: C4H6BrNO in the gas phase in a non-equilibrium geometry, with the ωB97M-V functional and the def2-TZVPD basis.

Output
**Maximum force**: 5.50 eV/Å
**HOMO energy (alpha / beta)**: -7.33 / -7.33 eV
**Frontier orbital gap (alpha / beta)**: 7.94 / 7.93 eV
**E_LUMO (alpha / beta)**: 0.603 / 0.603 eV
**E**: -2859.8177 a.u.
**Relative energy (zero: lowest compared OMol25 entry of this formula, charge and spin)**: 503.7 kJ/mol
**Charge**: 0

Last column: Mulliken charge in e.
Positions of all 13 atoms, in Å:
H -1.46 2.06 -0.25  0.386
C 1.22 -0.53 -1.18  -0.575
N 1.03 0.08 -0.02  0.107
C -1.06 1.02 -0.21  -0.075
C 0.99 -0.35 1.23  -0.618
O 0.31 1.21 -0.21  -0.307
H -1.20 -0.99 0.38  0.411
H 2.01 -1.26 -1.29  0.309
C -1.73 -0.14 0.17  -0.387
H 1.49 -1.24 1.49  0.347
Br -3.54 -0.34 0.03  -0.117
H 0.94 0.44 1.93  0.259
H 0.98 0.05 -2.09  0.261

***

8.
Computed, not measured: C4H6BrNO in the gas phase in a non-equilibrium geometry, with the ωB97M-V functional and the def2-TZVPD basis.

Output
**Structure (SMILES)**: CC(C)=NC(=O)Br
**Maximum force**: 4.32 eV/Å
**HOMO energy**: -10.02 eV
**Frontier orbital gap**: 10.24 eV
**E_LUMO**: 0.217 eV
**E**: -2859.9900 a.u.
**Relative energy (zero: lowest compared OMol25 entry of this formula, charge and spin)**: 51.3 kJ/mol
**Charge**: 0

Last column: Mulliken charge in e.
Positions of all 13 atoms, in Å:
H -0.73 -2.19 0.40  0.346
N 0.27 1.01 -0.32  -0.357
H 0.47 -0.91 2.12  0.431
H -0.67 -1.36 -1.23  0.273
C 0.62 -0.06 1.59  -1.186
Br 1.35 0.72 -2.83  -0.189
C 0.04 -0.09 0.29  0.872
O -0.52 2.51 -2.00  -0.467
H 0.15 0.81 2.14  0.268
C 0.12 1.58 -1.59  0.448
H -1.98 -0.95 0.12  0.248
C -0.90 -1.20 -0.11  -0.953
H 1.77 0.13 1.41  0.268

***

9.
Computed, not measured: C4H6BrNO2 in the gas phase in a non-equilibrium geometry, with the ωB97M-V functional and the def2-TZVPD basis.

Output
**Structure (SMILES)**: N#C[C@H](O)[C@H](Br)CO
**Maximum force**: 2.85 eV/Å
**HOMO energy**: -10.66 eV
**Frontier orbital gap**: 11.08 eV
**E_LUMO**: 0.412 eV
**E**: -2935.2339 a.u.
**Relative energy (zero: lowest compared OMol25 entry of this formula, charge and spin)**: 112.0 kJ/mol
**Charge**: 0

Last column: Mulliken charge in e.
Positions of all 14 atoms, in Å:
C 0.11 1.04 -0.35  -0.614
C -0.71 -1.38 0.29  0.152
C -1.84 -1.52 -0.60  0.129
H -1.74 -1.18 1.93  0.331
O -1.02 -0.72 1.48  -0.483
H -0.24 -2.36 0.46  0.351
C 0.40 -0.44 -0.55  -0.264
H 1.88 1.74 -0.73  0.353
H 0.13 1.27 0.73  0.339
Br 2.19 -0.87 0.11  -0.127
O 0.98 1.86 -1.07  -0.498
N -2.76 -1.61 -1.28  -0.390
H 0.38 -0.72 -1.60  0.378
H -0.89 1.25 -0.73  0.342

***

> The highest E belongs to which entry?

C4H6BrF